Entry 1:
{
  "formula": "C45H26Br3F7NOPRuSb",
  "method": "ωB97M-V/def2-TZVPD",
  "species": ["C", "C", "F", "C", "C", "H", "H", "C", "H", "C", "C", "C", "C", "H", "Br", "C", "C", "H", "H", "C", "C", "C", "H", "C", "C", "H", "H", "C", "F", "C", "F", "C", "C", "H", "C", "H", "H", "F", "Ru", "P", "C", "C", "H", "H", "C", "F", "C", "H", "C", "C", "C", "Br", "H", "C", "C", "O", "C", "H", "H", "C", "C", "C", "C", "C", "H", "H", "C", "Sb", "H", "F", "H", "N", "H", "H", "H", "Br", "H", "C", "C", "C", "C", "F", "C", "C", "C", "C"],
  "xyz": [[1.2160, -2.5883, -3.1807], [-3.8557, -0.3807, -5.5019], [3.2694, 4.6519, -4.5596], [-2.3084, -3.8615, -3.3810], [-2.8764, -4.4353, 2.7609], [-2.8110, -4.3250, 0.6313], [-1.0803, 1.6990, 2.5292], [-1.7835, -2.8486, -1.2633], [4.7690, -2.3131, 2.5382], [2.1888, -0.1465, 3.2568], [0.5132, 1.4124, 3.9582], [-4.1947, 1.6553, -4.2373], [3.8498, -1.7607, 2.4033], [3.9678, 2.1804, -4.5911], [-2.1685, 1.6830, -0.1119], [0.5313, -1.6026, -5.2739], [0.5184, -1.6044, -3.8770], [0.8522, 4.9691, -3.7501], [-0.2050, -3.8068, -0.1458], [3.4090, -0.9045, 3.4017], [-2.2078, 0.3204, -3.8768], [1.1885, 3.9419, -3.7674], [-0.6414, 3.1247, -3.0626], [3.1266, -1.9092, 1.2326], [0.8240, 1.5775, -3.4350], [-2.8688, -4.2784, 4.8988], [-3.2912, -2.1236, -2.6225], [-2.0246, -1.8018, 2.7572], [-4.7758, -2.8273, -0.3450], [-2.6528, -0.5820, -4.8418], [-4.9455, 2.5732, -0.7127], [-4.8947, 1.2500, -0.6257], [-2.1993, -2.4672, 1.5470], [2.2154, 0.8924, 5.1466], [-3.5980, -0.7792, -0.3016], [1.2367, -2.6078, -7.0506], [0.1748, -5.5582, -1.8284], [2.5310, -4.5171, -5.9137], [-0.3811, -0.0225, -0.1606], [-1.9781, -1.5700, -0.0074], [1.2108, -2.5876, -5.9702], [-2.9869, 1.4416, -3.5895], [2.4481, -4.3591, -3.3551], [-2.0672, -1.4587, -5.0848], [-0.1513, 1.1910, 2.7506], [-7.1994, 1.1034, -1.0286], [-2.6430, -3.7904, 1.5560], [-2.6659, 2.1761, -2.8610], [-0.7983, -3.8181, -1.0532], [2.9590, 2.3571, -4.2451], [2.4716, 3.6482, -4.1905], [4.4219, -0.7496, 4.9390], [2.4959, 0.3005, -3.9166], [0.3659, 2.8950, -3.3839], [-2.5308, -2.8689, -2.4369], [1.2257, -1.2956, -0.0297], [1.9029, -3.5789, -3.8684], [0.0968, 2.1067, 4.6734], [-1.7280, -0.7682, 2.7661], [-1.3404, -4.8293, -3.1623], [-0.5814, -4.8045, -1.9994], [1.8796, -3.5612, -5.2493], [-4.7773, -1.5009, -0.4364], [1.6838, 0.7406, 4.2175], [1.2300, -2.5912, -2.0989], [-2.9051, -3.8836, -4.2833], [-6.0542, 0.5042, -0.7870], [-0.4015, -0.0333, -2.8392], [-3.2171, -5.4615, 2.7563], [-7.0891, -1.5980, -0.8221], [-1.1792, -5.6078, -3.8957], [0.3021, 0.3480, 1.8284], [-4.2111, -1.0657, -6.2596], [0.0258, -0.8230, -5.8318], [-4.8050, 2.5248, -4.0335], [3.7209, -3.0378, -0.1059], [-2.1286, -1.9163, 4.8935], [-2.2621, -2.4473, 3.9604], [1.9048, -1.1870, 1.0249], [2.1258, 1.3167, -3.8616], [1.4599, -0.3015, 2.0769], [-5.7709, 0.9286, -5.8027], [-3.7052, 0.5991, -0.3822], [-2.6823, -3.7699, 3.9627], [-4.6083, 0.7330, -5.1800], [-5.9937, -0.8793, -0.6821]],
  "s_squared": 0.78,
  "e_above_lowest_kj_mol": 0.0,
  "spin_multiplicity": 2,
  "charge": 2
}

Entry 2:
{
  "formula": "C45H27HfN12S",
  "method": "ωB97M-V/def2-TZVPD",
  "species": ["C", "C", "C", "C", "H", "N", "N", "H", "C", "H", "S", "C", "N", "C", "N", "N", "C", "C", "C", "H", "H", "C", "C", "C", "N", "C", "C", "H", "C", "C", "C", "N", "H", "C", "H", "H", "H", "H", "C", "C", "C", "C", "H", "C", "H", "C", "C", "H", "N", "C", "C", "C", "C", "H", "C", "H", "C", "C", "H", "H", "C", "C", "H", "H", "C", "C", "N", "C", "N", "H", "H", "H", "C", "H", "C", "C", "C", "N", "C", "C", "C", "Hf", "H", "N", "H", "H"],
  "xyz": [[-3.5344, 5.3494, -2.9975], [4.2215, -0.5595, 0.8275], [0.0844, 4.9789, 2.7877], [-2.4474, 2.8167, -2.8934], [-1.5606, -0.8263, -5.9314], [0.0105, -0.0684, 2.7038], [2.3283, -1.7732, -1.9135], [1.2495, -4.0206, -6.4811], [-3.2652, 3.1418, -3.9643], [-0.1682, -2.1762, 4.4131], [-2.0679, 0.9225, 1.3798], [-0.7485, -1.4388, -5.5735], [-0.8170, 3.7020, 0.1222], [-1.0009, -4.1645, 0.5173], [-1.4278, 0.6736, -3.4354], [-1.1101, 1.6135, 3.7798], [6.4876, -1.2109, 1.0756], [-3.8379, -2.9932, 3.5321], [1.6039, 4.4355, 4.5901], [5.1058, -2.7380, -1.6437], [-0.8425, -4.6881, 1.4473], [-0.9088, -2.7747, 0.4920], [4.1063, -1.3960, -0.2994], [1.2498, -1.4056, -2.5658], [-0.9661, 1.8561, -1.4058], [-2.7443, 5.0223, -1.9081], [5.4108, -0.4719, 1.5373], [5.4854, 0.1671, 2.4019], [-2.2012, 3.7484, -1.8669], [-2.0956, -2.7424, 5.1669], [-0.4807, -0.2270, -3.2992], [-0.0075, -0.9355, 1.6418], [-1.3875, -5.9082, -0.6736], [-1.6230, 1.6629, -2.5925], [2.8079, 2.6572, 4.3758], [-3.2755, -2.6403, 1.5021], [-1.9045, -4.5376, -2.7018], [-4.8654, -3.2031, 3.2775], [-0.1936, -1.2079, -4.3246], [2.9629, 0.1500, 0.9313], [-3.7968, 4.4210, -4.0028], [-2.9412, -2.6879, 2.5291], [7.2509, -2.5459, -0.4083], [1.7353, 1.9376, 1.7445], [7.4359, -1.1481, 1.5881], [1.5181, 3.0107, 2.6962], [0.8845, -1.9767, -3.8466], [-2.5324, 5.7352, -1.1306], [0.3942, -0.3775, -2.2529], [-1.3154, -4.8313, -0.6534], [-0.9500, 0.7982, 2.7212], [-1.2824, 3.1100, -0.9514], [-3.4147, -3.0269, 4.8509], [-4.1171, -3.2765, 5.6292], [2.0634, 3.3019, 3.9371], [2.2375, -3.5947, -4.2484], [6.3810, -2.0119, -0.0595], [0.1067, 3.1987, 0.9042], [-3.9484, 6.3425, -3.0737], [-0.6578, 5.6174, 2.3380], [0.6403, 5.2674, 4.0225], [2.7728, -1.1869, -0.8253], [-1.7761, -2.0934, -2.5637], [-3.4628, 2.4246, -4.7450], [-1.1955, -2.4022, 4.1725], [-0.7430, -1.9957, 1.7262], [2.1181, -0.2521, -0.0714], [-1.6136, -2.3786, 2.8440], [-1.1218, -2.0360, -0.6120], [-1.7683, -2.7801, 6.1940], [-1.7061, 2.4185, 3.6792], [1.9957, 4.6848, 5.5637], [0.8503, -3.2364, -5.8563], [-0.5931, -2.6485, -7.3224], [5.1901, -2.1289, -0.7583], [0.5184, 3.8321, 2.1389], [-0.2051, -2.4591, -6.3339], [2.7285, 1.0839, 1.8259], [-1.5074, -2.6941, -1.7057], [-1.5994, -4.0736, -1.7791], [1.4100, -3.0068, -4.6106], [0.0079, 0.3097, -0.2170], [-0.3775, 1.6410, 4.4709], [0.8487, 2.0629, 0.7016], [-4.4143, 4.7115, -4.8386], [0.3196, 6.1502, 4.5573]],
  "energy_ha": -2834.40239,
  "charge": 1
}